111
Properties=species:S:1:pos:R:3:forces:R:3:mulliken_charge:R:1 method="wB97M-V/def2-TZVPD" total_charge=+1 lumo_ev=-1.7892 gap_ev=8.63 molar_mass_g_mol=579.9 largest_force_ev_per_a=7.9
P -0.000823 -3.164380 0.188178 -1.07 0.47 1.00 1.07
P 0.738860 2.910097 -1.260069 -1.66 -1.17 2.38 1.14
O 1.309345 -0.897506 -2.643582 -1.17 -1.43 -4.21 -0.53
O 2.572884 -0.300026 -1.046676 -0.28 -7.02 -1.75 -0.62
O 0.412645 -0.209956 -0.859329 -1.02 -7.77 -1.14 1.17
C -1.612384 1.424306 1.730162 3.43 3.64 -0.37 0.55
C -0.471749 2.391461 -5.286473 0.23 -2.10 0.64 -0.48
C -1.802132 6.037099 -0.065334 1.11 0.45 0.52 -1.05
C -3.194948 -0.031075 2.055617 -3.51 -2.82 1.41 -1.82
C 0.538659 -4.816363 3.557050 -0.07 -0.32 -1.01 -0.37
C -0.945278 -4.142615 -2.222700 -1.31 1.01 -1.75 -1.04
C -1.376674 4.964048 -1.077462 -0.84 0.10 -0.90 -0.40
C 4.468859 1.627946 0.396399 -0.04 0.76 -0.37 -0.77
C 0.130174 4.614198 -1.166944 0.14 1.17 0.56 -1.45
C -0.044318 -4.768029 1.056724 -0.62 0.06 -0.39 -0.48
C 0.071850 -4.419632 4.920515 -0.03 0.59 -0.09 -1.36
C 3.135778 1.552714 -0.420641 0.70 3.24 2.01 0.88
C -1.625275 -2.354315 0.648122 0.87 0.45 -0.74 -0.76
C 1.455497 -1.642623 2.099523 -0.70 -0.69 0.58 -1.30
C -3.335997 -0.444884 0.601213 0.85 -1.02 -0.93 -1.57
C 1.414123 -2.246849 0.682428 1.46 0.90 1.33 -0.53
C 0.711863 2.272582 -2.965304 -0.60 0.43 0.76 -0.15
C 1.886489 0.272517 3.644507 0.24 0.96 0.56 -1.31
C 5.679046 2.290847 -0.272512 0.22 -0.01 -0.09 -1.58
C 0.022668 -3.187478 -1.623784 0.16 -0.87 1.83 0.93
C -1.626055 -6.612035 -2.553927 0.35 0.60 -1.09 -1.49
C -0.528644 -5.544400 -2.367129 1.05 -2.49 0.66 -0.43
C 1.439447 -0.514629 -1.438720 5.36 1.65 0.17 -0.41
C -0.357835 1.973484 1.165534 0.23 3.83 0.47 -0.60
C -1.863051 1.795409 3.225992 0.23 -0.09 0.98 -1.73
C -0.627840 2.553101 -3.764576 1.79 1.48 0.17 -0.55
C -1.699351 2.562860 -6.171543 -0.99 0.00 -0.49 -1.37
C -0.275590 1.736990 -0.292875 -1.01 6.09 -0.74 -0.77
C -0.569566 -4.719945 2.491254 -0.47 -0.53 0.66 -1.17
C 2.327767 2.868901 -0.395735 1.42 0.52 -1.90 -1.50
C -1.530829 5.508709 1.349229 -0.02 1.13 0.02 -0.72
C 1.980771 -0.229052 2.212121 -0.44 0.25 0.32 1.36
C -2.003622 -1.010130 -0.033624 -0.72 -0.22 0.59 0.31
H 2.530136 1.133317 3.825709 0.89 -0.34 -0.12 0.44
H 2.854963 3.525936 -1.087459 0.65 0.82 0.32 0.72
H -2.369989 -3.118958 0.427174 -0.16 -0.08 -0.02 0.62
H 2.094989 -2.252504 2.737636 -0.08 -0.19 0.06 0.63
H 0.561212 5.240915 -1.947677 0.07 -0.37 -0.57 0.73
H 6.525975 2.372139 0.408809 -0.16 0.10 0.38 0.46
H 5.458131 3.305203 -0.604766 -0.03 0.00 -0.19 0.32
H -3.540673 0.350047 -0.115936 -0.40 0.59 0.55 0.47
H 1.596399 2.766059 -3.368017 0.08 -0.51 -0.73 0.77
H -0.334653 3.057142 1.280645 -0.06 0.46 0.60 0.57
H -2.821743 6.405846 -0.177208 -0.31 -0.79 -0.18 0.44
H 4.277773 2.218129 1.292645 -0.25 0.07 0.24 0.33
H -1.884305 3.535719 -6.626991 0.69 0.06 -0.18 0.32
H -2.542060 -6.284463 -2.062272 -0.09 -0.42 -0.02 0.33
H -0.244872 -2.148684 -1.817297 0.15 -0.74 -0.09 -1.65
H 0.455546 -1.738215 2.522682 -0.16 0.38 0.43 0.42
H -2.181046 0.259017 2.331194 -3.89 -3.16 1.38 0.29
H -1.489310 0.367729 1.492247 2.04 1.86 -0.66 -0.33
H 1.038552 -3.500665 -1.864569 0.14 0.63 -0.46 1.01
H -0.703443 3.640072 -3.734777 -0.87 0.18 0.87 0.12
H 0.922002 -5.272231 1.067066 0.09 0.13 -0.35 0.47
H 0.351449 -0.913355 -2.582137 -0.71 -0.20 -2.03 0.67
H -2.124761 2.827195 3.460564 0.45 0.27 -0.61 0.32
H -1.970452 -3.998925 -1.881422 -0.06 -0.04 0.29 0.40
H -2.023530 4.538238 1.408796 0.34 -0.03 0.62 -0.01
H -0.149158 1.360406 -5.431259 0.04 -0.29 -0.15 0.33
H -0.969212 -4.729728 5.010688 0.07 -0.08 0.61 0.35
H 6.117875 1.718054 -1.089479 -0.47 -0.05 -0.33 0.34
H -1.192329 1.873583 -0.866495 -0.83 -0.44 0.49 0.71
H 3.018127 -0.191432 1.879584 -0.07 0.00 -0.13 -0.05
H -0.937406 -3.860040 -3.275402 -0.77 0.64 -0.14 0.56
H 1.376728 0.457856 1.619353 0.63 -0.64 -0.30 -0.74
H -1.267630 6.971361 -0.237261 0.54 -0.01 -0.01 0.36
H -1.358385 -3.992059 2.681129 0.59 0.81 -0.03 0.50
H -1.205656 -5.591774 2.644272 0.22 -0.51 -0.17 0.64
H -2.696755 2.371537 -5.775718 0.19 -0.09 1.23 0.37
H -1.722913 1.774949 -6.924369 0.54 0.39 -0.51 0.36
H 3.263254 1.215421 -1.449272 0.81 1.32 0.16 0.54
H 0.842701 1.222536 -2.703821 0.40 0.14 -1.06 -0.04
H -1.216483 -0.257593 0.013424 -0.67 -0.83 0.71 -0.55
H 0.428455 2.929855 -5.582913 -0.36 0.52 -0.24 0.46
H -1.652857 5.290681 -2.080030 -0.15 0.10 -0.07 0.54
H 0.982291 0.815088 3.920445 -0.81 -0.80 -0.30 0.00
H -2.075723 -1.015458 -1.121221 -0.49 -0.79 -0.15 0.64
H -0.472697 5.540649 1.608889 0.34 -1.00 -0.57 0.30
H 0.504980 1.669935 1.758417 -0.27 -0.06 -0.34 0.11
H -1.772579 -6.721030 -3.628527 -0.67 0.21 -0.05 0.41
H -2.043288 4.118620 -0.907244 0.34 -0.46 0.14 0.19
H 1.552706 -1.374421 0.043853 0.17 -1.59 0.91 -1.33
H -2.706820 1.244847 3.641976 0.09 0.36 -0.05 0.53
H 0.126927 -5.535187 -3.237897 0.27 -0.51 0.12 0.52
H -4.177545 -1.130045 0.498959 0.14 -0.29 -0.21 0.41
H 2.282812 3.349035 0.581781 -0.39 0.00 -0.02 0.57
H -2.493948 1.744003 1.174512 0.46 0.15 -0.26 0.35
H -1.813283 6.189196 2.152503 -1.08 -0.02 -0.14 0.47
H 2.087441 -0.495910 4.390991 0.05 0.06 0.03 0.38
H -1.443382 2.031575 -3.263566 -0.18 0.15 -0.41 0.40
H 0.118600 -3.331203 4.955753 -0.25 0.12 0.34 0.27
H 0.826039 -5.867776 3.551868 0.33 -0.03 -0.01 0.46
H 2.518810 0.737309 -0.043068 0.72 2.35 1.46 -1.08
H 0.070548 -5.916594 -1.536145 0.31 0.32 0.24 0.29
H 0.661823 5.068093 -0.330627 -0.07 -0.31 0.57 0.91
H 4.822756 0.675137 0.790112 -0.44 -0.41 -0.31 0.45
H 0.728245 -4.808756 5.698858 -0.33 -0.08 0.08 0.38
H -3.858532 0.808327 2.263389 -0.06 -0.22 -0.06 0.77
H 2.332468 -2.833988 0.678080 -0.17 -0.45 -0.88 1.06
H 1.405632 -4.227157 3.258205 0.10 -0.05 -0.03 0.25
H 0.154321 0.749625 -0.461329 -0.42 3.11 0.86 -1.31
H -1.088025 1.482526 3.925656 0.62 0.26 -0.32 0.25
H -1.659825 -2.192159 1.725434 0.17 -0.10 0.01 0.57
H -0.737760 -5.364599 0.463981 0.07 -0.18 -0.14 0.33
H -3.439217 -0.767678 2.821025 -0.86 -0.82 -0.38 0.43
H -1.313183 -7.621665 -2.287762 0.00 0.24 0.60 0.35